Below is C2H4NPS in the gas phase, with properties calculated with wB97M-V/def2-TZVPD.

Structure (XYZ):
```
9
Properties=species:S:1:pos:R:3:lowdin_charge:R:1
S -0.234 0.364 -1.167 0.817
H 0.417 1.142 1.004 0.087
P 2.691 0.273 -0.083 0.652
N 2.635 -1.196 -0.252 -0.437
H -0.058 -1.421 0.280 -0.059
C 0.813 1.102 -0.104 -0.808
C -0.672 -1.146 -0.467 -0.277
H 0.942 2.123 -0.477 0.010
H -1.359 -1.847 -0.910 0.015
```

## Properties
Highest occupied orbital energy (spin up / spin down) = -7.80 / -8.50 eV
Lowest unoccupied orbital energy (spin up / spin down) = -0.059 / -0.021 hartree
Net charge = 0

=====

Below is 3 unconnected molecules or ions with the total composition C5H17NO4, with properties calculated with wB97M-V/def2-TZVPD.

Structure (XYZ):
```
27
Properties=species:S:1:pos:R:3:lowdin_charge:R:1
H 3.403 0.520 -1.196 0.123
H -0.636 0.583 -0.344 0.119
O 2.649 -1.307 -1.726 -0.129
H -0.304 -3.338 -1.141 0.077
C -1.037 0.868 0.693 -0.423
C 1.117 -0.404 1.100 -0.229
H -2.465 0.003 2.133 0.087
H -2.370 0.826 -1.704 0.036
H 0.590 1.674 1.854 0.105
H -1.817 2.056 -1.328 -0.020
H 2.004 -0.602 1.712 0.113
H 2.526 -0.891 -2.661 0.139
O -1.172 2.297 0.596 -0.108
C 0.206 0.660 1.705 -0.127
C 2.845 -0.290 -0.694 -0.238
H -3.251 0.407 0.588 0.085
H 3.425 -0.904 -0.009 0.120
H -2.329 -0.964 0.585 0.078
C -2.279 0.045 1.021 -0.063
O -0.144 -2.681 -1.904 -0.115
N 1.569 0.127 -0.173 -0.050
H 0.906 -0.004 -0.873 0.060
H 0.701 -2.248 -1.636 -0.006
H -0.327 0.410 2.721 0.133
H -1.779 2.799 1.244 0.154
O -2.640 1.756 -1.649 -0.044
H 0.608 -1.400 1.085 0.123
```

## Properties
Highest occupied orbital energy = -9.39 eV
Lowest unoccupied orbital energy = 0.022 hartree
Net charge = 0

=====

Below is 2 unconnected molecules or ions with the total composition C4H12N2O, with properties calculated with wB97M-V/def2-TZVPD.

Structure (XYZ):
```
19
Properties=species:S:1:pos:R:3:lowdin_charge:R:1
H 1.053 -2.411 -0.867 0.073
H 2.204 0.717 1.331 0.070
C 2.239 1.357 0.438 -0.204
H 3.281 1.530 0.149 0.071
H -0.345 -0.745 -1.899 0.110
H -2.507 1.610 -0.155 0.081
H 1.790 2.336 0.646 0.069
H -0.459 -2.870 -0.074 0.074
N -1.341 -0.126 1.272 0.093
H 0.470 0.745 -0.515 0.100
H 0.686 -1.816 0.753 0.074
O 1.579 0.768 -0.652 -0.226
C -1.085 0.089 -0.100 -0.483
H -1.841 -0.988 1.445 0.094
N -1.976 0.989 -0.748 0.087
H -1.795 1.106 -1.735 0.092
C 0.256 -2.053 -0.219 -0.099
H -1.775 0.643 1.760 0.077
C -0.434 -0.881 -0.831 -0.152
```

## Properties
Highest occupied orbital energy = -7.65 eV
Lowest unoccupied orbital energy = 0.026 hartree
Net charge = 0

=====

Below is 2 unconnected molecules or ions with the total composition C8H9FIN, with properties calculated with wB97M-V/def2-TZVPD.

Structure (XYZ):
```
20
Properties=species:S:1:pos:R:3:lowdin_charge:R:1
H -1.786 -0.772 2.095 0.084
C 0.717 0.622 -1.107 -0.181
N 1.843 2.389 0.127 0.086
H -0.179 -0.507 -2.638 0.064
H 1.236 0.302 -3.074 0.081
H -0.687 1.046 1.783 0.078
C 0.021 1.167 1.083 0.007
H 1.089 2.629 1.995 0.094
H 1.137 -1.246 -2.138 0.108
C 0.759 -0.223 -2.286 -0.041
C 1.663 1.635 -0.983 -0.065
H -1.534 -2.271 1.332 0.075
I -3.445 0.270 -0.603 -0.013
H -0.298 -1.435 2.251 0.070
C -0.686 -0.928 0.239 -0.348
C -0.074 0.302 0.016 -0.219
C -1.065 -1.394 1.600 -0.006
H 2.183 2.104 -1.813 0.122
C 0.939 2.219 1.049 -0.124
F -0.762 -1.866 -0.639 0.129
```

## Properties
Highest occupied orbital energy (spin up / spin down) = -8.65 / -7.95 eV
Lowest unoccupied orbital energy (spin up / spin down) = -0.069 / -0.094 hartree
Net charge = 0

=====

The records above give, respectively, calculated total energy values of -872.74191 -556.34170 -344.27807 -762.45547 Ha.
The records above give, respectively, energy relative to the best compared isomer or geometry (same formula, charge and spin) values of 4.120 2.517 2.910 2.581 eV.